1.
Density functional theory data (ωB97M-V/def2-TZVPD) for C2H4O2 in the gas phase in a non-equilibrium geometry.

Calculated values
SMILES: COC=O
E_tot, eV: -6232.958
ΔE to the lowest compared entry with this formula, charge and spin, kcal per mole: 31.1

```
! RIJCOSX wB97M-V def2-TZVPD def2/J DEFGRID3
* xyz 0 1
C 0.9491 -0.3213 -0.0025
O 0.1538 0.8030 -0.0259
C -1.1711 0.5463 0.0260
O -1.7335 -0.5432 -0.0087
H 0.3955 -1.1404 -0.6938
H 2.0146 -0.1078 -0.4008
H 1.0983 -0.7136 1.1140
H -1.7066 1.4769 -0.0083
*
```

2.
Density functional theory data (ωB97M-V/def2-TZVPD) for 2 unconnected molecules or ions with the total composition C2H4O2S in a non-equilibrium geometry.

Calculated values
SMILES: S=C1CO1.O
E_tot, eV: -17066.522
ΔE to the lowest compared entry with this formula, charge and spin, kcal per mole: 63.4

```
! RIJCOSX wB97M-V def2-TZVPD def2/J DEFGRID3
* xyz 0 1
S -0.0070 -1.9677 -0.8720
C -0.7370 -0.7092 -0.3384
C -1.1925 0.2602 0.6421
O -1.6427 0.2497 -0.6785
H -1.9637 0.0137 1.3586
H -0.5540 1.0942 0.8319
O 1.9074 0.5424 -0.4888
H 2.3161 -0.1914 -0.8804
H 1.8734 0.7083 0.4255
*
```

3.
Density functional theory data (ωB97M-V/def2-TZVPD) for C2H4O2S in the gas phase in a non-equilibrium geometry.

Calculated values
E_tot, eV: -17067.140
ΔE to the lowest compared entry with this formula, charge and spin, kcal per mole: 49.1

```
! RIJCOSX wB97M-V def2-TZVPD def2/J DEFGRID3
* xyz 0 1
C 0.2929 0.1291 0.1892
C -0.9366 -0.6249 0.0463
O 2.8975 0.1336 0.0305
O 0.3356 1.4616 0.0987
S 1.7176 -0.7518 0.1034
H -1.4000 -0.1663 -0.8461
H -1.5501 -0.2879 0.7681
H -0.8683 -1.7456 -0.1853
H -0.4886 1.8521 -0.2047
*
```

4.
Density functional theory data (ωB97M-V/def2-TZVPD) for C2H4O2S in the gas phase in a non-equilibrium geometry.

Calculated values
E_tot, eV: -17065.744
ΔE to the lowest compared entry with this formula, charge and spin, kcal per mole: 81.3

```
! RIJCOSX wB97M-V def2-TZVPD def2/J DEFGRID3
* xyz 0 1
C -0.8149 -0.3522 -0.8496
C 0.0503 0.0936 0.2740
O -2.8252 2.7481 -1.4482
O -1.6831 0.5861 -1.2349
S -1.5594 2.1587 -0.9181
H -0.9133 -1.2978 -1.3639
H 0.7136 -0.5323 0.8175
H -0.5968 0.6974 0.9798
H 0.5600 0.9358 -0.1351
*
```